## P
Formula: C3H10NO
Source: OMol25
Level of theory: wB97M-V/def2-TZVPD

Values from the calculation:
Total charge   +1
Highest occupied orbital energy   -0.55080 Eh
Gap between HOMO and LUMO   9.00 eV

XYZ file:
```
15
C3H10NO wB97M-V/def2-TZVPD
O 1.5447 0.3931 0.2623
N -1.0886 0.1376 0.4936
C -2.1473 0.8868 0.7090
C 2.3112 0.5090 -1.0134
C -1.1606 -1.3648 0.2187
H -2.7602 0.5922 1.5569
H -2.2013 1.6444 -0.0727
H 1.5407 0.8959 -1.6803
H -2.1402 -1.4828 -0.2245
H -0.2208 0.6773 0.3734
H -0.3250 -1.4708 -0.4669
H -1.0366 -1.9924 1.0970
H 2.4865 -0.5260 -1.2781
H 3.1516 1.1879 -0.8880
H 2.0460 -0.0875 0.9129
```

***

## Q
Formula: C3H10NO
Source: OMol25
Level of theory: wB97M-V/def2-TZVPD

Values from the calculation:
Total charge   +1
Highest occupied orbital energy   -0.55363 Eh
Gap between HOMO and LUMO   11.82 eV

XYZ file:
```
15
C3H10NO wB97M-V/def2-TZVPD
O 1.3937 0.5691 -0.6798
N 0.0455 -1.4760 0.4280
C -0.6964 -0.9430 1.5618
C 0.7207 1.3324 -1.7826
C -1.5547 0.0962 1.4009
H 0.6078 -0.6663 -0.0192
H -2.0706 0.6388 2.1185
H 0.5916 -2.2485 0.6901
H 1.4913 2.0313 -2.2324
H -0.6986 -1.8033 -0.2016
H -1.7988 0.3404 0.3395
H -0.3449 -1.4240 2.4822
H 0.6068 0.5610 -2.5371
H 1.9486 1.2367 -0.2355
H -0.2420 1.7551 -1.3329
```

***

From most stable to least stable, the computed energies give Q, P.

***

## P
Formula: C3H10NO
Source: OMol25
Level of theory: wB97M-V/def2-TZVPD

Values from the calculation:
Total charge   +1
Highest occupied orbital energy   -0.56620 Eh
Gap between HOMO and LUMO   10.56 eV

XYZ file:
```
15
C3H10NO wB97M-V/def2-TZVPD
O -0.1063 -0.7305 -0.5033
N -1.2023 -0.0206 1.7088
C -1.5880 1.1891 1.7769
C 1.3013 -0.6704 -0.9002
C 1.5154 0.3602 -1.9659
H 1.5904 -1.6952 -1.1484
H -1.3378 1.8712 0.9752
H -1.5755 -0.6433 2.4176
H 2.5348 0.6819 -1.9995
H -2.2157 1.4959 2.6001
H 1.0965 0.1458 -2.9325
H 1.0035 1.2467 -1.5675
H 1.8307 -0.4438 0.0254
H -0.5727 -1.4242 -0.9863
H -0.5862 -0.2291 0.8302
```

***

## Q
Formula: C3H10NO
Source: OMol25
Level of theory: wB97M-V/def2-TZVPD

Values from the calculation:
Total charge   +1
Highest occupied orbital energy   -0.54690 Eh
Gap between HOMO and LUMO   10.32 eV

XYZ file:
```
15
C3H10NO wB97M-V/def2-TZVPD
O -1.4130 1.9045 0.9064
N 0.3325 0.1308 -0.4473
C 1.2037 -0.8812 0.0846
C -0.4045 1.1381 1.3148
C -0.8956 -0.3511 -1.0756
H -0.7706 -1.4690 -1.5584
H 1.9496 -1.4261 -0.6743
H 1.7942 -0.5769 0.8767
H 0.5223 -1.5942 0.4975
H 0.5940 1.3634 1.5503
H -0.7106 0.2152 1.7532
H -1.0636 0.3471 -1.9117
H 0.8339 0.8517 -0.9940
H -1.3545 2.8182 0.5094
H -1.8368 -0.3305 -0.3872
```

***

From most stable to least stable, the computed energies give P, Q.

***

## P
Formula: C3H10NO
Source: OMol25
Level of theory: wB97M-V/def2-TZVPD

Values from the calculation:
Total charge   +1
Highest occupied orbital energy   -0.42998 Eh
Gap between HOMO and LUMO   3.07 eV

XYZ file:
```
15
C3H10NO wB97M-V/def2-TZVPD
O 0.9899 -0.3186 -1.2944
N 2.3555 -2.5643 0.1222
C -1.5808 0.8688 -0.6251
C -1.0804 1.8764 1.5446
C -1.6229 0.8799 0.7763
H 3.1971 -2.8553 -0.3406
H -2.2748 0.1648 -1.0822
H 0.2002 0.0789 -0.9639
H -1.0356 1.7754 2.6226
H -2.1328 0.0332 1.2215
H -0.6782 2.7791 1.0950
H 1.3793 0.2325 -1.9899
H 1.7898 -1.9597 -0.4616
H 1.9357 -3.3488 0.5870
H -1.4995 1.8189 -1.1494
```

***

## Q
Formula: C3H10NO
Source: OMol25
Level of theory: wB97M-V/def2-TZVPD

Values from the calculation:
Total charge   +1
Highest occupied orbital energy   -0.49890 Eh
Gap between HOMO and LUMO   7.63 eV

XYZ file:
```
15
C3H10NO wB97M-V/def2-TZVPD
O 2.6272 0.0886 0.4926
N -1.9206 0.9496 0.3249
C -2.7986 0.5405 1.1436
C 1.5469 0.0887 -0.3897
C 1.1687 -1.3187 -0.8309
H -1.9788 0.7145 -0.6622
H 0.6500 -1.8694 -0.0442
H -3.6868 0.0408 0.7775
H 0.6789 0.5072 0.1663
H 3.3634 0.6252 0.1644
H 1.6186 0.7485 -1.2617
H 2.0414 -1.8712 -1.1598
H 0.4055 -1.2532 -1.6139
H -2.6391 0.6109 2.2142
H -1.0766 1.3979 0.6791
```

***

From most stable to least stable, the computed energies give Q, P.

***

## P
Formula: C3H10NO
Source: OMol25
Level of theory: wB97M-V/def2-TZVPD

Values from the calculation:
Total charge   +1
Highest occupied orbital energy   -0.56331 Eh
Gap between HOMO and LUMO   12.06 eV

XYZ file:
```
15
C3H10NO wB97M-V/def2-TZVPD
O -1.1746 1.1235 -0.3253
N 1.1679 0.4586 0.7674
C 0.7260 -1.9199 0.7683
C 1.0410 -0.8558 1.4586
C -1.3966 0.8594 -1.7403
H 1.4879 1.1829 1.4119
H 0.6072 -2.9088 1.1937
H 1.8659 0.3746 0.0282
H 0.5809 -1.8282 -0.3014
H -0.6030 1.3733 -2.2789
H 0.2270 0.7315 0.3308
H 1.2076 -0.7963 2.5218
H -2.3258 1.3249 -2.0404
H -2.0281 1.0866 0.1226
H -1.3833 -0.2065 -1.9171
```

***

## Q
Formula: C3H10NO
Source: OMol25
Level of theory: wB97M-V/def2-TZVPD

Values from the calculation:
Total charge   +1
Highest occupied orbital energy   -0.54223 Eh
Gap between HOMO and LUMO   9.84 eV

XYZ file:
```
15
C3H10NO wB97M-V/def2-TZVPD
O 0.9511 -1.5751 0.1753
N -0.4514 0.9837 0.3996
C 0.4592 2.0146 -0.1768
C 0.4360 -2.1362 -1.0322
C -1.6450 1.0852 0.8084
H -0.2141 -1.3789 -1.4720
H -0.1125 -3.0529 -0.8923
H 1.2790 -2.3161 -1.6997
H -2.0739 2.0616 1.0030
H -0.1125 2.6127 -0.8791
H 0.9270 2.5533 0.6347
H 1.1309 -2.2463 0.8456
H -2.1538 0.1613 1.0473
H 1.1770 1.4626 -0.7761
H -0.0981 0.0301 0.2572
```

***

From most stable to least stable, the computed energies give P, Q.

***

## P
Formula: C3H10NO
Source: OMol25
Level of theory: wB97M-V/def2-TZVPD

Values from the calculation:
Total charge   +1
Highest occupied orbital energy   -0.54251 Eh
Gap between HOMO and LUMO   11.36 eV

XYZ file:
```
15
C3H10NO wB97M-V/def2-TZVPD
O 0.8320 2.6136 -1.1783
N 0.3282 0.4786 0.5424
C -0.4675 -0.7875 0.3362
C -1.5326 -0.9698 1.0857
C 0.2457 -1.7813 -0.5253
H -2.0512 -1.9024 0.8936
H -0.4235 -2.3343 -1.1792
H 0.0277 1.2415 -0.0810
H 0.8710 3.3995 -0.6157
H 0.7531 3.0264 -2.0541
H 1.3266 0.2718 0.4764
H -1.8812 -0.2773 1.8439
H 0.9846 -1.2939 -1.1730
H 0.7809 -2.4683 0.1284
H 0.2063 0.7834 1.5000
```

***

## Q
Formula: C3H10NO
Source: OMol25
Level of theory: wB97M-V/def2-TZVPD

Values from the calculation:
Total charge   +1
Highest occupied orbital energy   -0.54030 Eh
Gap between HOMO and LUMO   11.28 eV

XYZ file:
```
15
C3H10NO wB97M-V/def2-TZVPD
O 1.5333 -0.8470 -2.6188
N 0.2853 -0.4870 -0.1978
C -0.3471 0.2120 0.9619
C -1.6604 0.8663 0.6729
C 0.3897 0.3325 2.0450
H 1.1001 -0.0170 -0.5991
H 2.0291 -1.5250 -3.0917
H -1.6741 1.8578 1.1273
H 0.6677 -1.4120 0.0124
H -0.3841 -0.6164 -0.9575
H 0.9834 -0.4756 -3.3306
H -2.4183 0.3195 1.2307
H -1.9235 1.0152 -0.3668
H 0.0577 0.8956 2.9047
H 1.3612 -0.1189 2.2073
```

***

From most stable to least stable, the computed energies give P, Q.